[1]
Molecular formula: C56H52N3O3PTi
Method: DFT, the ωB97M-V functional and the def2-TZVPD basis

Calculated values
lowest unoccupied orbital energy = 0.11 eV
highest occupied orbital energy = -7.6462 eV

The geometry in XYZ format:
```
116
Properties=species:S:1:pos:R:3:lowdin_charge:R:1
Ti 0.0853 0.4342 -0.6426 0.8220
O -1.1610 -0.9217 -0.4674 -0.2660
C -2.2829 -1.6081 -0.0363 -0.4451
C -2.4557 -1.3859 1.4882 -0.0457
C -2.7700 0.0459 1.8413 -0.2347
C -3.9129 0.3591 2.5658 -0.0075
C -4.1485 1.6799 2.9095 -0.0462
C -3.2475 2.6500 2.5089 -0.0239
C -2.1387 2.2686 1.7593 -0.2451
C -1.1923 3.3150 1.2224 -0.0394
C 0.3188 2.9944 1.2393 -0.4473
O 0.5469 1.8917 0.4275 -0.2968
C 0.8855 2.7114 2.6258 -0.1761
C 0.2207 3.0051 3.8085 -0.0230
C 0.8117 2.7295 5.0383 -0.0734
C 2.0768 2.1693 5.0929 -0.0871
C 2.7531 1.8830 3.9118 -0.0641
C 2.1617 2.1502 2.6909 -0.0261
C 1.0240 4.2152 0.6212 -0.1368
C 1.0012 4.3331 -0.7674 -0.0399
C 1.6000 5.4141 -1.3942 -0.0815
C 2.2384 6.3929 -0.6400 -0.1016
C 2.2684 6.2782 0.7410 -0.0821
C 1.6618 5.1952 1.3695 -0.0168
N -1.9094 0.9921 1.4463 0.1699
C -2.0192 -3.0775 -0.3853 -0.1342
C -1.2592 -3.8866 0.4546 -0.0273
C -0.8841 -5.1648 0.0668 -0.0815
C -1.2592 -5.6555 -1.1754 -0.0958
C -2.0108 -4.8553 -2.0232 -0.0782
C -2.3858 -3.5780 -1.6307 -0.0219
C -3.5620 -1.0836 -0.6930 -0.1630
C -4.7664 -1.7626 -0.5147 -0.0393
C -5.9501 -1.2519 -1.0210 -0.0785
C -5.9496 -0.0471 -1.7143 -0.0922
C -4.7567 0.6335 -1.8937 -0.0678
C -3.5705 0.1183 -1.3831 -0.0285
H -3.2551 -2.0285 1.8615 0.1266
H -1.5320 -1.6616 1.9957 0.0999
H -4.6025 -0.4243 2.8502 0.1136
H -5.0258 1.9492 3.4840 0.1082
H -3.3972 3.6921 2.7602 0.1131
H -1.4364 3.4724 0.1667 0.1358
H -1.3805 4.2676 1.7231 0.1279
H -0.7680 3.4457 3.7867 0.1071
H 0.2763 2.9546 5.9520 0.1014
H 2.5349 1.9539 6.0499 0.0992
H 3.7436 1.4456 3.9438 0.1032
H 2.6772 1.9150 1.7674 0.1064
H 0.5391 3.5420 -1.3470 0.0852
H 1.5768 5.4899 -2.4751 0.1026
H 2.7115 7.2359 -1.1276 0.0982
H 2.7682 7.0312 1.3376 0.0999
H 1.7023 5.1122 2.4487 0.1155
H -0.9406 -3.5177 1.4208 0.0997
H -0.2923 -5.7771 0.7364 0.0995
H -0.9665 -6.6520 -1.4802 0.0984
H -2.3063 -5.2239 -2.9976 0.1012
H -2.9604 -2.9584 -2.3075 0.1207
H -4.7746 -2.7085 0.0160 0.1224
H -6.8756 -1.7956 -0.8781 0.1004
H -6.8733 0.3534 -2.1120 0.0983
H -4.7407 1.5721 -2.4348 0.1007
H -2.6402 0.6511 -1.5258 0.0774
O 0.4493 -0.4600 2.6755 -0.0346
N 1.2284 -0.8843 1.6290 0.0000
C 1.6196 -2.0779 1.8004 -0.1015
C 2.5253 -2.7725 0.8825 -0.1953
C 3.0049 -4.0022 1.3390 -0.0390
C 3.9370 -4.7284 0.6219 -0.0694
C 4.4142 -4.2243 -0.5764 -0.0650
C 3.9311 -3.0156 -1.0517 -0.0718
C 2.9821 -2.2724 -0.3484 -0.2732
P 2.3789 -0.7193 -1.1210 1.1079
C 3.6056 0.5295 -0.6232 -0.3542
C 4.6588 0.2448 0.2426 -0.0759
C 5.4871 1.2658 0.6920 -0.0826
C 5.2676 2.5715 0.2802 -0.0752
C 4.2214 2.8606 -0.5871 -0.0615
C 3.3910 1.8463 -1.0351 -0.0977
C 2.6721 -1.0510 -2.8777 -0.3869
C 3.7566 -0.5379 -3.5805 -0.0898
C 3.9081 -0.8269 -4.9301 -0.0777
C 2.9850 -1.6383 -5.5743 -0.0799
C 1.9049 -2.1570 -4.8717 -0.0764
C 1.7426 -1.8579 -3.5284 -0.1052
H 0.1596 0.4264 2.4038 0.0575
H 1.3168 -2.6096 2.7029 0.1359
H 2.6392 -4.3832 2.2851 0.1125
H 4.2909 -5.6785 1.0000 0.1066
H 5.1529 -4.7703 -1.1481 0.1072
H 4.2940 -2.6473 -2.0019 0.1040
H 4.8308 -0.7691 0.5792 0.1023
H 6.2989 1.0375 1.3712 0.1033
H 5.9028 3.3694 0.6435 0.1052
H 4.0276 3.8827 -0.8888 0.1014
H 2.5486 2.0774 -1.6768 0.0878
H 4.4746 0.0984 -3.0773 0.1077
H 4.7468 -0.4162 -5.4773 0.1046
H 3.1028 -1.8618 -6.6268 0.1030
H 1.1775 -2.7817 -5.3741 0.1085
H 0.8833 -2.2402 -2.9863 0.1129
C 0.7955 1.7904 -4.3877 -0.0419
C -0.4373 1.4088 -3.5606 -0.6969
C -1.1598 0.2321 -4.2277 -0.0347
C -1.3874 2.6126 -3.5032 -0.0449
N -0.0286 1.0663 -2.2196 -0.1131
H 0.5064 2.0931 -5.3977 0.0841
H 1.4826 0.9480 -4.4666 0.0590
H 1.3216 2.6237 -3.9151 0.0726
H -1.4372 0.4791 -5.2565 0.0842
H -2.0653 -0.0273 -3.6783 0.0660
H -0.5129 -0.6445 -4.2465 0.0564
H -1.7582 2.8573 -4.5019 0.0843
H -0.8759 3.4912 -3.1063 0.0669
H -2.2449 2.3965 -2.8632 0.0623
```

[2]
Molecular formula: C56H53BKN11
Method: DFT, the ωB97M-V functional and the def2-TZVPD basis

Calculated values
lowest unoccupied orbital energy = 0.18 eV
highest occupied orbital energy = -7.5789 eV

The geometry in XYZ format:
```
122
Properties=species:S:1:pos:R:3:lowdin_charge:R:1
K -0.8137 -0.1638 0.4984 0.6209
C -2.2606 -2.9604 2.6758 -0.1792
C -0.8436 -2.9302 3.2715 -0.1095
C 0.2325 -3.3121 2.2868 -0.2888
C 0.7507 -4.6041 2.2333 -0.0235
C 1.7472 -4.8909 1.3144 -0.0729
C 2.1968 -3.8856 0.4738 -0.0554
C 1.6212 -2.6287 0.5898 -0.1231
N 0.6615 -2.3509 1.4710 0.0722
N -2.7620 -1.6535 2.2383 -0.1672
C -3.9174 -1.8683 1.3647 -0.1410
C -4.4668 -0.6044 0.7508 -0.2814
C -5.7964 -0.2419 0.9081 -0.0318
C -6.2418 0.9420 0.3377 -0.0596
C -5.3425 1.7248 -0.3637 -0.0427
C -4.0372 1.2670 -0.4936 -0.1002
N -3.6110 0.1253 0.0354 0.0892
C -3.0995 -0.8147 3.3917 -0.1183
C -3.0500 0.6738 3.1183 -0.2727
C -4.1552 1.4829 3.3403 -0.0290
C -4.0556 2.8425 3.0933 -0.0540
C -2.8510 3.3480 2.6360 -0.0577
C -1.7928 2.4682 2.4551 -0.1153
N -1.8836 1.1637 2.6984 0.0865
H -2.2623 -3.6164 1.8030 0.1200
H -2.9590 -3.4074 3.4029 0.1240
H -0.6110 -1.9277 3.6349 0.0929
H -0.8006 -3.6046 4.1285 0.1169
H 0.3833 -5.3591 2.9169 0.1108
H 2.1746 -5.8847 1.2596 0.1076
H 2.9782 -4.0548 -0.2553 0.0986
H 1.9493 -1.8099 -0.0466 0.0972
H -3.5913 -2.5213 0.5513 0.1222
H -4.7277 -2.3858 1.9057 0.1250
H -6.4645 -0.8737 1.4796 0.1115
H -7.2735 1.2507 0.4504 0.1077
H -5.6259 2.6679 -0.8103 0.0950
H -3.3079 1.8407 -1.0546 0.1032
H -4.0877 -1.0867 3.7953 0.1288
H -2.3678 -1.0080 4.1781 0.1242
H -5.0825 1.0457 3.6872 0.1126
H -4.9078 3.4920 3.2487 0.1094
H -2.7222 4.3998 2.4203 0.1002
H -0.8272 2.8286 2.1101 0.0994
C 1.8298 4.6211 0.1450 -0.0040
C 1.7839 3.3796 0.9772 -0.2835
C 1.7640 3.3026 2.3565 0.0017
C 1.6481 1.9310 2.6466 -0.2743
N 1.6032 1.2302 1.5230 0.1104
N 1.7057 2.1117 0.5025 0.0215
B 1.6229 1.4758 -0.9107 -0.5500
N 2.9746 0.9598 -1.4455 0.0157
N 2.9474 -0.2905 -1.9593 0.1195
C 4.1934 -0.5981 -2.2864 -0.2562
C 5.0573 0.4737 -1.9854 0.0215
C 4.2403 1.4415 -1.4447 -0.2826
C 4.6258 2.7814 -0.9196 -0.0108
C 4.5030 -1.9366 -2.8128 -0.1571
C 5.7891 -2.2789 -3.2239 -0.0353
C 6.0729 -3.5590 -3.6764 -0.0910
C 5.0756 -4.5228 -3.7229 -0.0983
C 3.7880 -4.1894 -3.3204 -0.0855
C 3.5037 -2.9092 -2.8757 -0.0436
N 0.8508 2.4424 -1.8492 0.0151
N -0.3629 2.8041 -1.3789 0.1233
C -0.9148 3.5644 -2.3156 -0.2741
C -0.0600 3.6760 -3.4258 0.0192
C 1.0600 2.9390 -3.0881 -0.2591
C 2.2873 2.6756 -3.8985 -0.0059
C -2.2347 4.1741 -2.0942 -0.1774
C -2.6191 4.5573 -0.8085 -0.0441
C -3.8628 5.1253 -0.5844 -0.0951
C -4.7412 5.3262 -1.6421 -0.1113
C -4.3668 4.9496 -2.9249 -0.0882
C -3.1226 4.3773 -3.1483 -0.0327
C 1.4829 1.2569 3.9447 -0.1627
C 1.1270 1.9719 5.0847 -0.0377
C 0.9336 1.3241 6.2961 -0.0914
C 1.0942 -0.0509 6.3856 -0.1014
C 1.4513 -0.7714 5.2521 -0.0953
C 1.6447 -0.1256 4.0420 -0.0349
H 1.7529 5.4868 0.8025 0.0822
H 2.7593 4.7185 -0.4133 0.0598
H 1.0034 4.6545 -0.5641 0.0667
H 1.8236 4.1327 3.0415 0.1050
H 0.9722 0.4801 -0.8244 0.0381
H 6.1256 0.5381 -2.1086 0.1010
H 5.7047 2.9024 -1.0024 0.0832
H 4.1568 3.5844 -1.4909 0.0614
H 4.3422 2.9013 0.1267 0.0821
H 6.5774 -1.5374 -3.1851 0.1047
H 7.0796 -3.8057 -3.9898 0.0991
H 5.2978 -5.5237 -4.0706 0.0961
H 3.0009 -4.9329 -3.3502 0.0800
H 2.5030 -2.6414 -2.5608 0.0927
H -0.2216 4.2300 -4.3358 0.1048
H 2.1480 3.0646 -4.9060 0.0801
H 3.1674 3.1585 -3.4734 0.0693
H 2.4946 1.6069 -3.9617 0.0803
H -1.9216 4.4004 0.0055 0.0969
H -4.1494 5.4208 0.4179 0.0964
H -5.7101 5.7771 -1.4683 0.0987
H -5.0467 5.0991 -3.7540 0.1002
H -2.8352 4.0700 -4.1462 0.1114
H 0.9837 3.0438 5.0203 0.1059
H 0.6539 1.8948 7.1728 0.0982
H 0.9473 -0.5570 7.3313 0.0955
H 1.5885 -1.8448 5.3150 0.1004
H 1.9122 -0.6803 3.1521 0.0955
N -1.1230 -2.2873 -1.4531 0.1808
C -0.6999 -3.1681 -2.0565 -0.1394
C -0.1716 -4.2796 -2.8005 -0.2242
C 0.1065 -5.4696 -2.1298 -0.0301
C 0.5797 -6.5571 -2.8444 -0.0736
C 0.7737 -6.4574 -4.2155 -0.0817
C 0.5095 -5.2648 -4.8769 -0.0719
C 0.0385 -4.1707 -4.1726 -0.0252
H -0.0463 -5.5266 -1.0600 0.1110
H 0.7974 -7.4847 -2.3321 0.1081
H 1.1408 -7.3109 -4.7701 0.1078
H 0.6787 -5.1859 -5.9420 0.1103
H -0.1660 -3.2333 -4.6716 0.1254
```